[1]
The following is a DFT calculation (wB97M-V/def2-TZVPD) of a molecular structure, C3H7NO2.

Each line ends with the natural charge from an NBO analysis.
CARTESIAN COORDINATES (ANGSTROEM)
1 C 2.093 0.193 -0.102  -0.43
2 N 0.729 -0.240 -0.204  -0.53
3 C -0.150 0.173 0.596  0.47
4 O -0.344 1.018 1.553  -0.55
5 C -1.595 0.032 0.641  0.38
6 O -2.419 0.525 -0.257  -0.61
7 H 2.399 0.623 -1.062  0.20
8 H 2.245 0.926 0.696  0.19
9 H 2.718 -0.688 0.078  0.20
10 H -0.440 -1.246 -1.112  0.08
11 H -2.109 -0.413 1.481  0.21
12 H -1.154 -1.503 -1.190  -0.12
13 H -1.973 0.602 -1.119  0.51

The HOMO energy is -9.639 eV. The value obtained for the relative energy (zero: lowest compared OMol25 entry of this formula, charge and spin) is 432.8 kJ/mol. The max |F| is 0.719 eV Å⁻¹. For the LUMO energy, the calculation gives 0.0214 Eh.

***

[2]
The following is a DFT calculation (wB97M-V/def2-TZVPD) of 11 unconnected molecules or ions with the total composition C5H33NO11 at a distorted geometry.

Each line ends with the natural charge from an NBO analysis.
CARTESIAN COORDINATES (ANGSTROEM)
1 C 2.417 -0.680 0.091  -0.05
2 O 2.666 0.688 0.714  -0.82
3 C 1.028 -1.127 0.449  -0.48
4 C -0.082 -0.453 -0.364  -0.42
5 C -0.739 -1.426 -1.352  -0.22
6 C -2.903 -1.731 -0.285  -0.44
7 N -1.670 -2.348 -0.735  -0.66
8 H 2.615 -0.456 -0.947  0.20
9 H 3.134 -1.228 0.703  0.19
10 H 3.230 0.627 1.481  0.49
11 H 0.906 -1.036 1.529  0.24
12 H 0.953 -2.209 0.296  0.25
13 H -0.888 -0.065 0.260  0.22
14 H 0.331 0.399 -0.909  0.20
15 H -1.213 -0.823 -2.147  0.17
16 H 0.037 -1.974 -1.878  0.22
17 H -2.734 -1.260 0.700  0.18
18 H -3.221 -0.801 -0.783  0.18
19 H -3.705 -2.441 -0.115  0.21
20 H -1.847 -3.149 -1.315  0.37
21 H 3.898 2.867 -0.957  0.47
22 H 2.594 2.317 -0.673  0.49
23 O 3.001 2.887 -1.345  -0.96
24 H -1.371 0.590 2.872  0.50
25 H 0.124 0.852 2.544  0.48
26 O -0.471 0.193 2.917  -1.01
27 H -0.087 -4.395 -0.115  0.46
28 H -0.441 -3.987 1.267  0.48
29 O 0.276 -4.406 0.779  -0.94
30 H 2.481 -0.412 -3.273  0.49
31 H 2.976 -1.629 -2.532  0.45
32 O 2.324 -1.375 -3.197  -0.96
33 H -2.678 1.612 1.491  0.51
34 H -3.518 0.881 2.625  0.48
35 O -2.891 1.586 2.442  -0.98
36 H -2.255 3.041 -0.411  0.51
37 H -3.329 2.106 -0.611  0.47
38 O -2.428 2.076 -0.264  -0.96
39 H 1.414 1.736 1.235  0.51
40 H 0.907 2.976 2.124  0.49
41 O 0.715 2.414 1.374  -1.00
42 H -0.186 3.909 -1.289  0.47
43 H -0.114 3.322 0.171  0.50
44 O -0.527 4.005 -0.390  -0.99
45 H 1.337 1.885 -3.459  0.48
46 H 2.836 1.847 -2.971  0.51
47 O 2.137 1.350 -3.441  -0.98
48 H -1.240 -1.743 3.043  0.50
49 H -1.959 -2.543 1.851  0.47
50 O -1.838 -2.467 2.802  -0.98

The HOMO energy is -9.077 eV. The value obtained for the relative energy (zero: lowest compared OMol25 entry of this formula, charge and spin) is 223.8 kJ/mol. The max |F| is 2.979 eV Å⁻¹. Its SMILES is CNCCCCO.O.O.O.O.O.O.O.O.O.O. For the LUMO energy, the calculation gives -0.0030 Eh.